1.
{"formula": "C50H55CsN3OS2Te", "method": "the ωB97M-V functional and the def2-TZVPD basis", "elements": ["Cs", "S", "C", "N", "C", "C", "C", "C", "C", "C", "S", "H", "H", "H", "H", "C", "C", "C", "C", "C", "C", "C", "C", "N", "C", "C", "C", "C", "C", "C", "C", "C", "C", "C", "H", "H", "H", "H", "H", "H", "H", "H", "H", "H", "H", "H", "H", "H", "H", "H", "H", "H", "H", "H", "H", "H", "H", "H", "C", "C", "C", "C", "C", "C", "Te", "N", "C", "O", "C", "C", "C", "C", "C", "C", "C", "C", "C", "C", "C", "C", "C", "C", "C", "C", "C", "C", "H", "H", "H", "H", "H", "H", "H", "H", "H", "H", "H", "H", "H", "H", "H", "H", "H", "H", "H", "H", "H", "H", "H", "H", "H", "H", "H"], "positions_angstrom": [[-1.98388, -0.37246, -0.74940], [-4.40457, 0.93176, 1.68755], [-3.03549, 1.76873, 2.25778], [-1.96806, 2.13872, 1.59233], [-1.09229, 2.84166, 2.37733], [0.11491, 3.36474, 1.91849], [0.93634, 4.04229, 2.79909], [0.56909, 4.21362, 4.13389], [-0.63363, 3.70756, 4.59950], [-1.46093, 3.02978, 3.72028], [-2.99979, 2.27949, 3.96874], [0.38998, 3.21961, 0.88452], [1.88010, 4.44158, 2.44605], [1.22811, 4.73928, 4.80991], [-0.91959, 3.83515, 5.63528], [1.20571, -2.46541, -3.85357], [1.00130, -1.01995, -4.22456], [1.77903, -0.42756, -5.23032], [1.57226, 0.90851, -5.53763], [2.39152, 1.56088, -6.62217], [0.62221, 1.66490, -4.86961], [-0.19377, 1.11429, -3.83419], [0.06115, -0.27442, -3.57025], [-1.13420, 1.68963, -3.08859], [-1.49463, 3.07292, -3.22504], [-2.59470, 3.32137, -2.17646], [-3.08879, 4.76575, -2.18071], [-1.92047, 5.70380, -1.87480], [-0.82166, 5.50087, -2.91874], [-1.37655, 5.81782, -4.30958], [-2.56429, 4.90268, -4.61743], [-3.64982, 5.11168, -3.56047], [-2.10128, 3.44503, -4.59368], [-0.34763, 4.04793, -2.88230], [1.90603, -2.95149, -4.53011], [0.26895, -3.02137, -3.87632], [1.60206, -2.56260, -2.83921], [2.52679, -1.00816, -5.75771], [3.11665, 0.86256, -7.03932], [2.93764, 2.42625, -6.24130], [1.75817, 1.91482, -7.43872], [0.51385, 2.70012, -5.15620], [-0.55774, -0.72570, -2.80638], [-2.20530, 3.05721, -1.19184], [-3.42037, 2.63373, -2.38234], [-3.86729, 4.88585, -1.42057], [-1.52832, 5.49657, -0.87645], [-2.26233, 6.74551, -1.88480], [0.02041, 6.16979, -2.70014], [-0.59396, 5.66709, -5.05995], [-1.68415, 6.86814, -4.36385], [-2.96545, 5.14704, -5.60942], [-4.50997, 4.47464, -3.78419], [-3.99787, 6.15112, -3.57667], [-1.38706, 3.26656, -5.39813], [-2.94847, 2.77400, -4.76875], [0.00442, 3.79317, -1.87879], [0.49790, 3.90951, -3.55679], [5.58010, -0.81523, 5.32206], [4.46016, -1.10016, 4.36014], [4.01317, -0.13384, 3.47019], [2.96602, -0.38339, 2.58652], [2.53375, 0.72904, 1.66954], [2.33445, -1.63817, 2.58994], [0.66597, -1.94320, 1.17288], [-0.85617, -2.77523, -0.22445], [-1.14605, -3.66998, -1.13082], [-2.25362, -3.65677, -1.71189], [-0.17369, -4.76097, -1.52866], [-0.64038, -5.75526, -2.38479], [0.19266, -6.78308, -2.79428], [1.51053, -6.82599, -2.35692], [1.97972, -5.83486, -1.50823], [1.14145, -4.81020, -1.09630], [-0.60294, -2.53307, 2.78163], [-1.16588, -3.80303, 2.87298], [-0.80567, -4.95838, 1.99123], [-2.10418, -4.05358, 3.87179], [-2.49691, -3.08605, 4.77359], [-3.55913, -3.35196, 5.79998], [-1.89494, -1.83870, 4.68860], [-0.95318, -1.54435, 3.71246], [-0.36505, -0.16380, 3.69368], [2.80367, -2.62300, 3.44938], [2.22809, -4.00817, 3.47719], [3.84489, -2.34002, 4.32840], [5.93098, 0.21063, 5.21783], [6.43146, -1.47836, 5.15227], [5.26138, -0.95480, 6.35767], [4.47965, 0.84560, 3.46712], [3.14469, 1.61810, 1.82927], [1.49078, 1.00501, 1.84199], [2.61747, 0.44791, 0.61724], [-1.66447, -5.68425, -2.71755], [-0.18561, -7.54795, -3.46244], [2.16869, -7.62321, -2.68208], [3.00746, -5.85254, -1.16559], [1.52248, -4.03165, -0.43323], [0.10543, -4.78702, 1.42628], [-1.59761, -5.15615, 1.26937], [-0.67080, -5.85459, 2.60416], [-2.54209, -5.04404, 3.92871], [-3.85173, -4.40154, 5.80499], [-4.44994, -2.75623, 5.59456], [-3.21818, -3.09026, 6.80289], [-2.18475, -1.05364, 5.37745], [-0.85373, 0.46192, 4.44069], [-0.50534, 0.31071, 2.72046], [0.70667, -0.18082, 3.89472], [1.66821, -4.24146, 2.56569], [1.54355, -4.13242, 4.31750], [3.02856, -4.74256, 3.58181], [4.18972, -3.12156, 4.99906]], "forces_ev_per_angstrom": [[-1.02, 1.32, 0.04], [0.23, 0.04, 0.10], [-0.36, -0.10, -0.25], [-0.23, -0.20, -0.07], [0.14, 0.11, -0.18], [0.02, 0.04, 0.10], [0.08, 0.06, 0.00], [0.08, 0.01, -0.05], [-0.02, 0.01, 0.10], [-0.03, 0.05, 0.00], [-0.11, 0.04, 0.12], [0.03, -0.02, -0.13], [0.00, 0.00, 0.02], [0.05, 0.05, 0.07], [-0.01, 0.02, 0.06], [0.02, 0.02, 0.10], [0.08, -0.12, -0.01], [0.06, -0.04, -0.03], [0.03, 0.07, -0.07], [0.02, 0.03, -0.04], [-0.03, 0.02, -0.01], [0.03, -0.07, 0.10], [-0.12, 0.18, -0.04], [-0.10, -0.29, 0.11], [0.01, 0.11, 0.12], [-0.05, -0.01, -0.05], [-0.02, 0.03, 0.02], [-0.01, 0.05, 0.01], [0.02, 0.04, 0.01], [0.05, 0.02, -0.04], [-0.03, 0.03, -0.02], [-0.04, 0.02, -0.02], [-0.02, -0.06, -0.04], [0.03, -0.01, 0.03], [0.08, -0.06, -0.08], [-0.08, -0.03, 0.00], [0.00, 0.02, -0.02], [0.05, -0.02, -0.04], [0.05, -0.04, -0.03], [0.02, 0.04, 0.03], [-0.04, 0.01, -0.03], [0.03, 0.05, -0.05], [0.27, -0.24, -0.31], [0.05, -0.03, 0.10], [-0.04, -0.02, -0.02], [0.00, 0.01, 0.00], [0.02, -0.02, 0.06], [-0.01, 0.05, 0.01], [-0.02, -0.01, -0.01], [0.04, 0.01, -0.04], [-0.03, 0.05, 0.01], [0.01, 0.00, 0.02], [-0.04, -0.04, -0.01], [-0.02, 0.05, 0.00], [0.01, 0.01, -0.02], [-0.02, -0.02, -0.02], [0.05, -0.02, 0.05], [0.00, 0.01, -0.02], [0.05, 0.00, 0.06], [-0.05, 0.02, -0.01], [-0.04, -0.05, -0.04], [0.17, 0.04, 0.11], [-0.07, 0.02, -0.07], [-0.16, 0.52, -0.23], [0.96, -0.14, 0.64], [0.02, -0.95, 0.04], [-0.11, -0.08, -0.10], [-0.40, 0.02, -0.23], [0.04, -0.07, -0.01], [0.04, 0.06, 0.09], [0.02, -0.02, -0.02], [0.00, -0.03, -0.02], [0.10, -0.05, 0.00], [0.24, 0.16, 0.20], [0.07, 0.18, -0.30], [0.08, -0.04, 0.08], [0.02, -0.18, -0.10], [-0.03, -0.06, 0.03], [0.02, 0.09, -0.01], [-0.06, -0.02, 0.08], [0.01, 0.00, 0.02], [-0.07, 0.10, 0.11], [-0.08, 0.08, 0.06], [0.09, -0.11, 0.12], [-0.15, -0.24, -0.18], [0.12, -0.05, 0.05], [0.02, 0.04, 0.00], [0.01, -0.01, -0.01], [-0.01, -0.01, 0.00], [0.04, 0.04, 0.01], [0.00, 0.01, 0.01], [0.07, -0.02, -0.01], [-0.01, -0.01, 0.01], [-0.10, 0.01, -0.03], [0.01, -0.02, -0.01], [0.00, -0.01, 0.00], [0.02, -0.01, -0.01], [-0.12, -0.24, -0.21], [-0.03, 0.01, -0.06], [-0.04, -0.01, -0.08], [-0.01, 0.00, -0.04], [-0.04, -0.07, 0.01], [0.00, -0.05, -0.01], [-0.03, 0.02, -0.01], [0.02, 0.01, 0.03], [-0.03, 0.03, 0.04], [0.07, -0.05, -0.03], [-0.02, -0.04, 0.04], [0.00, -0.01, 0.04], [0.23, 0.10, 0.23], [-0.09, -0.02, 0.04], [0.01, -0.06, 0.05], [0.02, -0.04, 0.05]], "de_lowest_ev": 0.2221, "gap_ev": [4.82, 4.81], "charge": -2, "molar_mass_g_mol": 1038.65, "e_lumo_ha": [0.137, 0.137], "fmax_ev_per_a": 1.67, "multiplicity": 2, "total_energy_ha": -3262.42540}

***

2.
{"formula": "C50H56AlN4OPS", "method": "the ωB97M-V functional and the def2-TZVPD basis", "elements": ["Al", "O", "C", "C", "C", "C", "C", "C", "C", "P", "C", "C", "C", "C", "C", "C", "C", "C", "C", "C", "C", "C", "H", "H", "H", "H", "H", "H", "H", "H", "H", "H", "H", "H", "H", "H", "C", "C", "C", "C", "C", "C", "C", "C", "C", "C", "C", "C", "N", "C", "C", "C", "C", "C", "N", "C", "C", "C", "C", "H", "H", "H", "H", "H", "H", "H", "H", "H", "H", "H", "H", "H", "H", "H", "H", "H", "H", "H", "H", "H", "H", "H", "H", "H", "H", "H", "H", "H", "S", "C", "N", "C", "C", "N", "H", "H", "H", "H", "H", "H", "C", "C", "C", "C", "C", "C", "C", "H", "H", "H", "H", "H", "H", "H"], "positions_angstrom": [[0.21020, -0.10845, 0.13273], [0.91658, -0.33882, 2.78194], [0.18199, 0.39554, 2.12935], [-0.45191, 1.55779, 2.84841], [-0.19641, 1.74439, 4.20499], [-0.76392, 2.80334, 4.88522], [-1.59702, 3.68692, 4.20727], [-1.84603, 3.51931, 2.85690], [-1.27625, 2.45154, 2.16024], [-1.54051, 2.19116, 0.36117], [-3.33664, 1.78533, 0.27877], [-3.85525, 1.43844, -0.96845], [-5.20513, 1.17076, -1.13168], [-6.06049, 1.24148, -0.04316], [-5.55422, 1.57712, 1.20298], [-4.20366, 1.84912, 1.36522], [-1.65305, 3.97636, -0.12439], [-2.68596, 4.50317, -0.89412], [-2.69445, 5.84992, -1.23227], [-1.67067, 6.68506, -0.81373], [-0.63402, 6.16663, -0.05065], [-0.62314, 4.82466, 0.28820], [0.46342, 1.03722, 4.69208], [-0.55925, 2.95284, 5.93786], [-2.05244, 4.51507, 4.73621], [-2.48029, 4.22895, 2.34075], [-3.19459, 1.38571, -1.82357], [-5.58561, 0.90154, -2.10905], [-7.11698, 1.03817, -0.16226], [-6.21685, 1.62356, 2.05846], [-3.83172, 2.10575, 2.34649], [-3.49584, 3.86985, -1.22814], [-3.51047, 6.24789, -1.82265], [-1.68260, 7.73440, -1.07957], [0.17091, 6.81052, 0.28146], [0.18830, 4.42305, 0.88242], [0.92671, 3.73405, -2.67133], [0.53133, 2.77690, -3.78757], [-0.96965, 2.49773, -3.76540], [1.42008, 1.54307, -3.78465], [2.51869, 1.63881, -4.64089], [3.38062, 0.58365, -4.85484], [3.09558, -0.63477, -4.26989], [2.01946, -0.78808, -3.40564], [1.70396, -2.18854, -2.91541], [2.94464, -2.98739, -2.50348], [0.96083, -2.97040, -4.00936], [1.23014, 0.34026, -3.06658], [0.24180, 0.14859, -2.03693], [-0.83731, -0.47213, -2.42542], [-1.74038, -1.05425, -1.53775], [-2.90038, -1.77216, -1.83354], [-3.35455, -2.27435, -0.62840], [-2.45414, -1.86526, 0.37244], [-1.47648, -1.10058, -0.17427], [-2.54175, -2.26962, 1.82991], [-3.63423, -3.32741, 2.01392], [-2.90675, -1.05276, 2.68652], [-1.20869, -2.86257, 2.29913], [0.37114, 4.66831, -2.75567], [1.99475, 3.96194, -2.71009], [0.70431, 3.28817, -1.70704], [0.73959, 3.27662, -4.73840], [-1.28181, 2.13839, -2.78924], [-1.24936, 1.76279, -4.52425], [-1.51039, 3.42320, -3.96771], [2.67778, 2.57073, -5.17107], [4.23198, 0.69461, -5.51435], [3.71341, -1.49159, -4.50436], [1.04910, -2.11521, -2.05072], [3.52353, -3.29422, -3.37655], [2.63528, -3.89164, -1.97957], [3.59307, -2.41972, -1.83524], [1.56868, -3.03154, -4.91417], [0.00772, -2.50894, -4.26900], [0.76317, -3.98628, -3.66276], [-1.04244, -0.58653, -3.49015], [-3.32531, -1.91145, -2.81620], [-4.23153, -2.88120, -0.48362], [-4.61644, -2.92920, 1.75255], [-3.66283, -3.64145, 3.05818], [-3.43757, -4.20731, 1.39905], [-3.89917, -0.68804, 2.42389], [-2.19280, -0.25007, 2.52887], [-2.89703, -1.32175, 3.74498], [-0.98085, -3.77091, 1.74152], [-1.27010, -3.11483, 3.35972], [-0.38484, -2.16760, 2.16457], [1.95708, 2.21352, 0.76435], [3.44733, 2.01540, 0.04637], [4.61810, 2.45315, 0.56251], [5.76547, 1.97611, -0.20091], [5.10465, 1.44946, -1.48841], [3.69859, 1.41775, -1.12357], [4.68330, 2.72388, 1.52668], [6.29472, 1.18405, 0.33453], [6.46555, 2.78654, -0.40087], [5.45629, 0.45384, -1.75857], [5.27740, 2.11667, -2.33661], [2.95965, 1.13927, -1.74945], [1.92636, -1.19181, 0.09980], [1.93256, -2.61258, 0.58357], [1.08397, -3.57926, 0.03843], [1.13916, -4.90383, 0.44412], [2.03163, -5.29810, 1.42958], [2.85976, -4.34564, 2.00691], [2.81560, -3.02693, 1.58141], [2.37801, -1.17200, -0.89878], [2.61721, -0.62909, 0.73466], [0.34548, -3.28290, -0.69945], [0.47471, -5.63243, -0.00643], [2.07766, -6.33179, 1.74782], [3.55214, -4.63611, 2.78804], [3.47430, -2.29745, 2.03825]], "forces_ev_per_angstrom": [[0.57, -0.24, 0.14], [-0.25, 0.07, 0.13], [0.39, -0.27, -0.07], [-0.16, 0.19, -0.08], [0.05, -0.01, 0.02], [0.04, -0.06, -0.02], [-0.08, 0.09, 0.00], [0.02, 0.01, 0.03], [0.18, -0.25, 0.08], [-0.67, 0.53, 0.11], [0.11, -0.11, -0.02], [0.04, -0.06, 0.07], [0.00, 0.00, -0.05], [-0.02, 0.00, 0.00], [-0.06, 0.00, 0.05], [-0.01, -0.01, -0.04], [0.23, -0.10, -0.10], [0.09, -0.07, 0.00], [0.01, 0.06, -0.06], [-0.06, 0.02, -0.04], [0.08, 0.02, 0.02], [-0.01, -0.05, -0.07], [-0.02, 0.00, 0.01], [-0.01, -0.02, 0.01], [0.01, 0.01, -0.01], [0.00, 0.00, -0.01], [0.03, -0.06, -0.05], [0.00, 0.00, 0.00], [0.01, -0.03, -0.01], [0.02, 0.02, 0.01], [0.02, -0.03, 0.03], [-0.03, 0.02, 0.01], [0.00, -0.01, 0.00], [0.00, 0.00, 0.01], [0.00, -0.01, 0.01], [0.04, 0.06, 0.01], [0.02, 0.06, -0.06], [-0.12, -0.05, 0.22], [0.09, 0.02, -0.04], [-0.07, -0.03, 0.01], [0.04, -0.06, 0.03], [0.02, 0.00, -0.03], [0.10, 0.00, -0.07], [0.05, 0.09, 0.20], [0.00, -0.17, -0.14], [0.01, -0.01, -0.11], [0.00, 0.05, 0.11], [0.22, -0.09, -0.25], [-0.67, 0.07, 0.13], [0.23, 0.29, -0.34], [-0.48, -0.22, 0.13], [0.18, 0.09, -0.11], [-0.02, 0.00, 0.08], [-0.08, -0.05, 0.02], [0.33, -0.01, -0.37], [0.08, 0.04, 0.11], [0.04, 0.05, -0.08], [0.03, -0.10, -0.09], [-0.15, -0.02, -0.10], [-0.05, 0.06, 0.06], [-0.02, 0.00, 0.03], [0.04, -0.04, 0.23], [0.03, -0.06, 0.00], [-0.07, -0.03, 0.10], [-0.02, 0.01, 0.03], [-0.04, 0.01, 0.00], [-0.02, 0.01, 0.02], [-0.01, -0.01, -0.01], [-0.01, -0.02, 0.03], [0.08, -0.01, -0.19], [0.03, 0.02, -0.02], [0.06, 0.02, -0.04], [0.03, -0.06, -0.04], [-0.01, 0.00, -0.02], [-0.01, 0.02, -0.03], [-0.03, -0.01, -0.01], [0.04, -0.05, 0.00], [-0.01, 0.01, 0.00], [0.02, -0.03, 0.04], [-0.03, -0.03, 0.02], [0.01, 0.02, 0.02], [-0.02, -0.02, 0.02], [-0.04, 0.05, 0.00], [-0.01, 0.10, 0.06], [0.01, 0.01, 0.01], [0.01, 0.00, 0.04], [0.00, 0.02, 0.03], [0.07, -0.04, 0.05], [-0.10, 0.21, -0.10], [0.08, 0.06, -0.18], [0.14, -0.03, -0.12], [0.05, -0.01, 0.06], [0.03, -0.04, -0.12], [0.10, 0.05, 0.10], [-0.13, -0.02, 0.04], [-0.04, 0.00, -0.01], [0.01, -0.03, -0.01], [0.02, 0.03, 0.00], [-0.05, 0.00, 0.02], [-0.03, -0.04, -0.04], [-0.03, 0.09, 0.14], [-0.11, 0.03, -0.08], [-0.02, -0.02, 0.13], [0.02, -0.04, -0.09], [0.00, -0.02, 0.01], [0.03, -0.05, 0.00], [-0.04, -0.04, 0.06], [-0.16, 0.18, 0.26], [-0.08, 0.05, 0.05], [-0.04, -0.07, 0.06], [-0.02, 0.01, 0.01], [-0.02, 0.00, 0.01], [0.00, 0.01, 0.00], [-0.03, 0.04, -0.01]], "de_lowest_ev": 0.4015, "gap_ev": 7.59, "molar_mass_g_mol": 819.05, "e_lumo_ha": 0.016, "fmax_ev_per_a": 0.86, "total_energy_ha": -3215.26165}